# 1
{
  "formula": "C35H40N8",
  "method": "ωB97M-V/def2-TZVPD",
  "symbols": ["N", "C", "C", "C", "C", "H", "H", "H", "H", "H", "N", "C", "C", "C", "C", "H", "H", "H", "H", "H", "N", "C", "C", "C", "C", "H", "H", "H", "H", "H", "N", "C", "C", "C", "C", "H", "H", "H", "H", "H", "N", "C", "C", "C", "C", "H", "H", "H", "H", "H", "N", "C", "C", "C", "C", "C", "H", "H", "H", "H", "H", "N", "C", "C", "C", "C", "C", "H", "H", "H", "H", "H", "N", "C", "C", "C", "C", "C", "H", "H", "H", "H", "H"],
  "positions_angstrom": [[28.97, -27.96, -30.53], [29.47, -29.07, -31.06], [29.76, -29.95, -30.02], [29.67, -29.19, -28.81], [28.93, -28.05, -29.19], [28.56, -27.21, -31.07], [29.56, -29.20, -32.13], [30.00, -30.99, -30.21], [29.87, -29.47, -27.79], [28.53, -27.23, -28.61], [33.72, -30.39, -31.60], [34.90, -31.05, -31.83], [34.62, -32.39, -32.20], [33.21, -32.48, -32.08], [32.72, -31.23, -31.69], [33.63, -29.41, -31.37], [35.89, -30.62, -31.84], [35.29, -33.18, -32.51], [32.60, -33.37, -32.21], [31.76, -30.78, -31.48], [30.67, -25.68, -23.90], [31.94, -26.27, -24.02], [31.96, -26.92, -25.24], [30.79, -26.60, -25.94], [29.98, -25.77, -25.11], [30.24, -25.26, -23.08], [32.62, -26.38, -23.19], [32.76, -27.53, -25.63], [30.56, -26.82, -26.97], [29.04, -25.32, -25.36], [26.33, -30.20, -24.26], [27.24, -29.99, -23.27], [28.19, -29.08, -23.79], [27.79, -28.73, -25.12], [26.65, -29.51, -25.34], [25.45, -30.68, -24.14], [27.22, -30.55, -22.35], [29.03, -28.77, -23.19], [28.39, -28.13, -25.80], [26.02, -29.65, -26.20], [29.35, -22.81, -30.90], [29.87, -22.01, -31.90], [29.70, -22.69, -33.15], [28.99, -23.92, -32.91], [28.81, -23.90, -31.53], [29.35, -22.68, -29.89], [30.37, -21.09, -31.62], [29.90, -22.24, -34.11], [28.58, -24.72, -33.52], [28.30, -24.58, -30.86], [23.80, -24.86, -34.23], [23.22, -24.05, -33.32], [23.75, -23.87, -32.07], [24.86, -24.65, -31.61], [25.48, -25.48, -32.57], [24.92, -25.54, -33.85], [22.34, -23.49, -33.63], [23.23, -23.14, -31.48], [25.26, -24.71, -30.61], [26.23, -26.25, -32.46], [25.11, -26.28, -34.61], [25.16, -30.59, -28.89], [24.34, -31.42, -28.36], [24.64, -32.45, -27.50], [26.06, -32.61, -27.14], [26.98, -31.81, -27.89], [26.50, -30.72, -28.67], [23.31, -31.34, -28.66], [23.90, -33.07, -27.01], [26.50, -33.37, -26.51], [28.05, -31.96, -27.88], [27.16, -30.28, -29.39], [32.44, -29.65, -36.48], [31.67, -28.85, -37.33], [31.03, -27.68, -36.78], [30.81, -27.60, -35.40], [31.45, -28.54, -34.59], [32.28, -29.46, -35.14], [31.82, -28.99, -38.39], [30.64, -26.94, -37.46], [30.38, -26.67, -35.06], [31.42, -28.41, -33.52], [32.83, -30.08, -34.45]],
  "lowdin_charge": [0.003, -0.155, -0.126, -0.088, -0.153, 0.136, 0.103, 0.090, 0.090, 0.106, -0.003, -0.133, -0.089, -0.107, -0.179, 0.157, 0.096, 0.088, 0.085, 0.077, 0.001, -0.120, -0.123, -0.127, -0.121, 0.139, 0.099, 0.092, 0.069, 0.101, -0.009, -0.136, -0.102, -0.074, -0.172, 0.154, 0.099, 0.082, 0.057, 0.094, 0.007, -0.115, -0.097, -0.092, -0.189, 0.149, 0.097, 0.081, 0.078, 0.088, 0.045, -0.162, -0.076, -0.047, -0.087, -0.142, 0.101, 0.094, 0.094, 0.085, 0.098, 0.048, -0.232, -0.049, -0.042, -0.065, -0.121, 0.101, 0.089, 0.090, 0.091, 0.080, 0.055, -0.093, -0.070, -0.077, -0.106, -0.161, 0.090, 0.089, 0.093, 0.084, 0.091],
  "smiles": "c1cc[nH]c1.c1cc[nH]c1.c1cc[nH]c1.c1cc[nH]c1.c1cc[nH]c1.c1ccncc1.c1ccncc1.c1ccncc1",
  "charge": 0,
  "spin_multiplicity": 1,
  "orbital_gap_ev": 8.25,
  "energy_ha": -1795.54860,
  "homo_energy_ev": -8.00,
  "lumo_ev": 0.25
}

---

# 2
{
  "formula": "C4H9NO2",
  "method": "ωB97M-V/def2-TZVPD",
  "symbols": ["N", "C", "O", "C", "C", "C", "O", "H", "H", "H", "H", "H", "H", "H", "H", "H"],
  "positions_angstrom": [[2.16, -2.18, 1.69], [1.55, -1.17, 1.08], [0.31, -1.08, 1.60], [0.41, 1.62, -0.08], [-0.87, 1.41, -0.36], [-1.37, 0.40, -1.35], [-2.16, 1.09, -2.30], [1.72, -2.75, 2.42], [3.11, -2.40, 1.44], [0.72, 2.37, 0.65], [1.20, 1.03, -0.54], [-0.10, -0.31, 1.17], [-1.65, 2.01, 0.12], [-0.52, -0.12, -1.81], [-1.97, -0.36, -0.83], [-2.53, 0.44, -2.91]],
  "lowdin_charge": [0.051, -0.234, -0.037, -0.011, -0.174, -0.288, -0.068, 0.100, 0.080, 0.068, 0.049, 0.031, 0.109, 0.121, 0.118, 0.086],
  "charge": 0,
  "spin_multiplicity": 1,
  "relative_energy_kj_mol": 318.4,
  "orbital_gap_ev": 9.67,
  "energy_ha": -362.96425,
  "homo_energy_ev": -8.76,
  "lumo_ev": 0.91
}

---

# 3
{
  "formula": "C6H18AlN4S",
  "method": "ωB97M-V/def2-TZVPD",
  "symbols": ["Al", "C", "C", "N", "C", "C", "S", "C", "C", "N", "H", "H", "H", "H", "H", "H", "H", "H", "H", "H", "H", "H", "H", "H", "N", "N", "H", "H", "H", "H"],
  "positions_angstrom": [[0.88, -0.57, -0.13], [-1.46, -0.99, 1.20], [-1.05, 0.39, 1.67], [0.40, 0.66, 1.30], [0.63, 2.06, 0.74], [0.03, 2.24, -0.65], [0.57, 0.95, -1.85], [-0.99, 0.14, -2.38], [-1.82, -0.40, -1.22], [-0.99, -1.19, -0.23], [-2.54, -1.13, 1.28], [-0.99, -1.77, 1.81], [-1.17, 0.47, 2.75], [-1.66, 1.18, 1.23], [0.96, 0.61, 2.16], [1.71, 2.22, 0.72], [0.21, 2.79, 1.42], [0.36, 3.20, -1.06], [-1.06, 2.26, -0.65], [-0.66, -0.64, -3.07], [-1.56, 0.87, -2.96], [-2.61, -1.04, -1.62], [-2.31, 0.40, -0.68], [-1.11, -2.18, -0.45], [2.85, -0.97, -0.05], [2.02, -2.17, 0.21], [3.35, -1.08, -0.94], [3.58, -0.84, 0.66], [2.16, -2.49, 1.17], [2.27, -2.96, -0.39]],
  "lowdin_charge": [0.259, -0.096, -0.084, -0.045, -0.155, -0.308, 1.108, -0.328, -0.158, -0.061, 0.163, 0.144, 0.162, 0.132, 0.171, 0.143, 0.161, 0.122, 0.102, 0.112, 0.127, 0.162, 0.125, 0.169, 0.099, 0.114, 0.160, 0.166, 0.163, 0.169],
  "charge": 3,
  "spin_multiplicity": 1,
  "orbital_gap_ev": 11.56,
  "energy_ha": -1098.07415,
  "homo_energy_ev": -22.40,
  "lumo_ev": -10.84
}

---

# 4
{
  "formula": "C9H14",
  "method": "ωB97M-V/def2-TZVPD",
  "symbols": ["C", "C", "H", "H", "H", "H", "H", "H", "C", "C", "C", "C", "C", "C", "C", "H", "H", "H", "H", "H", "H", "H", "H"],
  "positions_angstrom": [[-3.20, 0.00, -0.21], [-3.37, -1.47, -0.78], [-3.56, 0.17, 0.83], [-2.27, 0.41, -0.66], [-3.98, 0.62, -0.71], [-4.07, -1.37, -1.54], [-3.63, -2.16, 0.02], [-2.50, -1.77, -1.33], [0.51, -1.90, 0.70], [0.51, 1.85, 0.52], [0.25, 0.51, 0.85], [1.75, 1.98, -0.11], [0.95, -0.58, 0.36], [2.47, 0.90, -0.64], [2.08, -0.41, -0.44], [-0.14, 2.67, 0.44], [-0.58, 0.27, 1.35], [1.91, 3.06, -0.31], [3.25, 1.29, -1.41], [-0.52, -2.23, 0.41], [0.51, -2.19, 1.82], [2.79, -1.32, -0.64], [1.11, -2.77, 0.23]],
  "lowdin_charge": [-0.159, -0.150, 0.072, 0.061, 0.052, 0.029, 0.063, 0.042, -0.100, -0.049, -0.058, -0.116, -0.337, -0.112, -0.057, 0.089, 0.059, 0.101, 0.130, 0.079, 0.114, 0.145, 0.102],
  "smiles": "Cc1ccccc1.CC",
  "charge": 0,
  "spin_multiplicity": 1,
  "relative_energy_kj_mol": 226.6,
  "orbital_gap_ev": 9.87,
  "energy_ha": -351.24389,
  "homo_energy_ev": -8.86,
  "lumo_ev": 1.01
}

---

# 5
{
  "formula": "C28H47CdN5O6PS2Si",
  "method": "ωB97M-V/def2-TZVPD",
  "symbols": ["Cd", "C", "O", "C", "O", "N", "N", "H", "H", "H", "H", "H", "H", "N", "N", "C", "O", "O", "H", "H", "H", "C", "Si", "C", "N", "C", "C", "C", "C", "C", "C", "C", "C", "C", "C", "C", "C", "C", "C", "C", "C", "C", "H", "H", "H", "H", "H", "H", "H", "H", "H", "H", "H", "H", "H", "H", "H", "H", "H", "H", "H", "H", "H", "H", "H", "H", "C", "C", "C", "O", "P", "S", "S", "O", "C", "C", "C", "H", "H", "H", "H", "H", "H", "H", "H", "H", "H", "H", "H", "H", "H"],
  "positions_angstrom": [[-0.34, 1.51, 0.47], [6.10, -4.18, -2.43], [6.02, -2.79, -2.00], [4.86, -2.15, -2.18], [3.86, -2.66, -2.69], [4.88, -0.89, -1.66], [3.76, 0.01, -1.90], [7.09, -4.43, -2.08], [5.95, -4.16, -3.54], [5.34, -4.77, -1.92], [5.79, -0.59, -1.34], [3.02, -0.65, -2.18], [3.52, 0.30, -0.93], [-2.06, 2.04, 1.88], [-2.36, 3.38, 1.73], [-1.60, 4.18, 0.85], [-2.10, 5.25, 0.56], [-0.41, 3.73, 0.63], [-2.88, 1.46, 1.61], [-1.65, 1.85, 2.83], [-3.24, 3.76, 2.03], [-0.54, 0.97, -1.69], [-2.05, 0.20, -2.43], [-2.85, -1.39, -1.62], [-2.03, -1.99, -0.59], [-2.64, -2.32, 0.72], [-2.40, -3.78, 1.20], [-0.94, -4.27, 1.01], [-0.11, -3.47, -0.01], [-0.94, -2.85, -1.07], [-3.39, 1.54, -2.43], [-3.12, 2.77, -1.88], [-4.05, 3.81, -1.94], [-5.34, 3.56, -2.37], [-5.68, 2.22, -2.74], [-4.70, 1.27, -2.90], [-1.66, -0.42, -4.18], [-2.25, 0.08, -5.36], [-1.55, -0.03, -6.54], [-0.31, -0.61, -6.65], [0.22, -1.21, -5.50], [-0.44, -1.12, -4.29], [-0.33, 1.96, -2.17], [0.43, 0.40, -1.82], [-3.06, -2.14, -2.39], [-3.76, -1.08, -1.15], [-3.73, -2.11, 0.69], [-2.14, -1.69, 1.44], [-3.12, -4.49, 0.67], [-2.64, -3.67, 2.28], [-0.95, -5.33, 0.70], [-0.44, -4.22, 2.00], [0.62, -4.21, -0.47], [0.48, -2.66, 0.46], [-1.30, -3.61, -1.84], [-0.31, -2.21, -1.73], [-2.12, 2.90, -1.40], [-3.84, 4.80, -1.56], [-6.14, 4.35, -2.41], [-6.75, 2.07, -2.95], [-4.92, 0.32, -3.33], [-3.20, 0.58, -5.38], [-2.03, 0.46, -7.41], [0.26, -0.52, -7.61], [1.20, -1.64, -5.44], [0.09, -1.56, -3.44], [0.87, 3.13, 5.09], [1.50, 3.56, 3.79], [2.86, 4.12, 4.03], [1.45, 2.53, 2.73], [2.39, 1.22, 2.71], [4.35, 1.62, 2.58], [1.64, 0.19, 1.14], [1.87, 0.45, 4.02], [2.42, -0.79, 4.54], [1.61, -1.91, 3.99], [2.41, -0.73, 6.06], [1.48, 3.49, 5.93], [0.72, 2.05, 5.22], [-0.05, 3.70, 5.32], [0.93, 4.34, 3.31], [3.46, 3.61, 4.83], [2.70, 5.16, 4.37], [3.41, 4.12, 3.08], [3.47, -0.78, 4.16], [0.59, -2.03, 4.38], [2.15, -2.84, 4.22], [1.47, -1.89, 2.92], [1.81, 0.12, 6.38], [3.40, -0.63, 6.47], [2.03, -1.69, 6.48]],
  "lowdin_charge": [1.159, -0.024, -0.062, -0.611, 0.039, 0.004, 0.061, 0.077, 0.108, 0.090, 0.146, 0.062, 0.025, -0.083, -0.059, -0.797, -0.001, -0.187, 0.110, 0.104, 0.128, -0.384, 0.611, -0.231, -0.226, -0.185, -0.184, -0.198, -0.195, -0.231, -0.253, -0.107, -0.089, -0.099, -0.110, -0.120, -0.234, -0.099, -0.134, -0.107, -0.091, -0.111, -0.009, -0.043, 0.073, 0.055, 0.115, 0.092, 0.120, 0.099, 0.101, 0.100, 0.128, 0.083, 0.134, 0.086, 0.071, 0.095, 0.111, 0.094, 0.092, 0.091, 0.106, 0.110, 0.091, 0.081, -0.053, -0.443, -0.125, -0.380, -0.124, 0.171, 0.195, -0.361, -0.459, -0.084, -0.032, 0.071, 0.062, 0.081, 0.134, 0.084, 0.087, 0.045, 0.120, 0.092, 0.090, 0.012, 0.076, 0.068, 0.085],
  "charge": -1,
  "spin_multiplicity": 1,
  "relative_energy_kj_mol": 63.0,
  "orbital_gap_ev": 7.51,
  "energy_ha": -3415.44552,
  "homo_energy_ev": -5.12,
  "lumo_ev": 2.39
}

---

# 6
{
  "formula": "C5H18N2O3",
  "method": "ωB97M-V/def2-TZVPD",
  "symbols": ["C", "N", "C", "C", "C", "O", "C", "N", "H", "H", "H", "H", "H", "H", "H", "H", "H", "H", "H", "H", "H", "H", "H", "H", "O", "H", "H", "O"],
  "positions_angstrom": [[-0.05, 0.52, 1.76], [0.16, -0.18, 0.47], [0.11, 0.72, -0.71], [-0.65, 0.07, -1.89], [-0.19, 0.65, -3.18], [-2.04, 0.22, -1.68], [0.95, -0.07, 2.78], [0.56, -1.47, 3.05], [0.04, 1.56, 1.45], [-1.03, 0.27, 2.15], [-0.55, -0.90, 0.29], [-0.53, 1.60, -0.48], [1.19, 0.94, -0.86], [-0.46, -1.02, -1.84], [0.85, 0.42, -3.46], [-0.16, 1.74, -3.16], [-0.78, 0.40, -4.07], [-2.36, 1.13, -1.82], [0.89, 0.43, 3.74], [1.96, -0.08, 2.40], [1.03, -2.12, 2.44], [-0.44, -1.60, 2.94], [2.58, -0.51, -0.71], [4.08, -0.18, -0.24], [3.45, -0.23, -0.97], [-2.33, -0.45, 0.03], [-3.62, -0.95, 0.76], [-2.66, -0.92, 0.81]],
  "lowdin_charge": [-0.120, 0.110, -0.104, -0.429, -0.033, -0.029, -0.168, 0.071, 0.130, 0.124, 0.127, 0.150, 0.144, 0.165, 0.102, 0.098, 0.100, 0.132, 0.131, 0.116, 0.090, 0.085, -0.009, 0.048, -0.035, -0.009, 0.070, -0.055],
  "charge": 1,
  "s2": 0.755,
  "spin_multiplicity": 2,
  "relative_energy_kj_mol": 78.0,
  "orbital_gap_ev": [11.81, 5.20],
  "energy_ha": -536.17925,
  "homo_energy_ev": [-14.44, -13.54],
  "lumo_ev": [-2.63, -8.33]
}

---

# 7
{
  "formula": "C7H6Br2FNO3",
  "method": "ωB97M-V/def2-TZVPD",
  "symbols": ["C", "C", "C", "C", "C", "C", "C", "N", "O", "O", "O", "F", "Br", "Br", "H", "H", "H", "H", "H", "H"],
  "positions_angstrom": [[1.26, 1.77, 0.07], [-0.06, -0.50, -0.12], [0.10, 2.35, -0.12], [-1.17, 0.23, -0.28], [-1.24, 1.65, -0.52], [1.24, 0.26, -0.01], [-0.87, -2.78, -0.07], [1.93, -0.27, 1.24], [1.22, -0.12, 2.22], [3.08, -0.55, 1.16], [0.16, -1.85, 0.03], [-0.12, 3.67, 0.12], [-2.92, -0.55, -0.59], [2.39, -0.33, -1.58], [2.18, 2.24, 0.41], [-2.06, 2.14, 0.17], [-1.52, 1.89, -1.49], [-0.53, -3.85, 0.15], [-1.22, -2.87, -1.15], [-1.85, -2.51, 0.35]],
  "lowdin_charge": [-0.011, -0.329, -0.212, -0.544, -0.166, -0.552, -0.154, -0.403, 0.110, 0.067, -0.106, 0.064, 0.827, 0.770, 0.143, 0.166, 0.097, 0.121, 0.095, 0.015],
  "smiles": "COC1=C(Br)CC(F)=C[C@@]1(Br)[N+](=O)[O-]",
  "charge": 0,
  "spin_multiplicity": 1,
  "relative_energy_kj_mol": 161.6,
  "orbital_gap_ev": 9.20,
  "energy_ha": -5798.52925,
  "homo_energy_ev": -9.35,
  "lumo_ev": -0.15
}

---

# 8
{
  "formula": "C5H11NO2",
  "method": "ωB97M-V/def2-TZVPD",
  "symbols": ["C", "C", "C", "C", "N", "C", "O", "O", "H", "H", "H", "H", "H", "H", "H", "H", "H", "H", "H"],
  "positions_angstrom": [[-1.72, 0.40, -0.21], [1.46, -0.32, 0.68], [1.02, 0.37, -0.46], [-2.48, -0.89, -0.47], [1.59, 0.27, 1.95], [2.69, -0.25, -0.65], [-2.26, 1.53, -0.84], [3.61, 0.53, -0.67], [-2.34, 1.36, -1.78], [-1.65, 0.63, 0.85], [1.30, -1.40, 0.71], [1.76, 1.27, 1.93], [1.97, -0.32, 2.68], [2.70, -1.22, -1.18], [-0.65, 0.23, -0.59], [1.01, 1.46, -0.35], [-2.01, -1.72, 0.05], [-2.50, -1.12, -1.54], [-3.51, -0.80, -0.11]],
  "lowdin_charge": [-0.351, -0.353, -0.007, -0.077, 0.091, -0.288, -0.064, 0.047, 0.089, 0.120, 0.141, 0.098, 0.089, 0.119, 0.040, 0.086, 0.071, 0.075, 0.075],
  "charge": 0,
  "spin_multiplicity": 1,
  "relative_energy_kj_mol": 503.2,
  "orbital_gap_ev": 8.29,
  "energy_ha": -402.18649,
  "homo_energy_ev": -8.34,
  "lumo_ev": -0.05
}